Entry 1:
Entry from the OMol25 dataset: a cluster of 2 separate species, C45H53F6N4O in total at a distorted geometry (ωB97M-V/def2-TZVPD).

Last column: Mulliken charge in e.
Cartesian coordinates (Å):
C (0.965, 0.017, 4.025)  -0.9755
C (-0.295, -0.847, 3.931)  1.9834
C (-1.086, -0.751, 5.238)  -2.1792
C (0.075, -2.285, 3.566)  0.5654
C (0.002, -3.305, 4.523)  -0.5686
C (0.609, -4.535, 4.297)  -1.3931
C (1.276, -4.758, 3.100)  -0.6398
C (1.266, -3.802, 2.078)  0.5457
C (2.032, -4.193, 0.808)  2.2250
C (1.392, -5.392, 0.106)  -1.5336
C (3.493, -4.493, 1.131)  -1.5411
C (0.569, -2.586, 2.265)  -0.5448
N (0.592, -1.574, 1.221)  1.2074
N (1.833, -1.254, 0.751)  -1.5557
N (1.637, -0.474, -0.324)  2.2387
C (2.700, -0.064, -1.194)  -0.1642
C (2.608, -0.317, -2.579)  -0.5241
C (1.700, -1.431, -3.143)  1.8926
C (2.437, -2.767, -3.126)  -1.5596
C (1.150, -1.091, -4.529)  -1.9340
C (3.466, 0.384, -3.427)  -0.3955
C (4.469, 1.207, -2.922)  -1.5955
C (4.691, 1.227, -1.553)  -0.4251
C (3.821, 0.588, -0.665)  0.9353
C (4.094, 0.687, 0.834)  1.5461
C (3.655, 2.049, 1.353)  -1.4475
C (5.546, 0.378, 1.200)  -1.5970
C (0.287, -0.227, -0.488)  -1.0287
C (-0.157, 0.569, -1.606)  0.6410
C (0.448, 1.807, -1.893)  -0.8883
C (0.008, 2.551, -2.972)  0.9236
C (0.681, 3.850, -3.283)  0.4559
F (0.877, 4.003, -4.627)  -0.2658
F (-0.068, 4.917, -2.852)  -0.2404
F (1.913, 3.953, -2.693)  -0.2393
C (-1.088, 2.155, -3.722)  -0.8110
C (-1.703, 0.953, -3.421)  0.4994
C (-2.975, 0.552, -4.093)  0.5070
F (-3.240, -0.785, -3.970)  -0.2916
F (-4.046, 1.200, -3.534)  -0.2460
F (-2.976, 0.846, -5.418)  -0.2767
C (-1.187, 0.113, -2.452)  -0.8288
C (-0.408, -0.906, 0.464)  1.1031
C (-1.859, -0.893, 0.581)  -1.7864
H (1.553, -0.061, 3.105)  -0.0797
H (0.712, 1.075, 4.170)  0.3647
H (1.608, -0.304, 4.860)  0.3350
H (-0.925, -0.470, 3.110)  -0.6042
H (-2.019, -1.315, 5.168)  0.4591
H (-0.512, -1.135, 6.090)  0.4321
H (-1.355, 0.284, 5.462)  0.4399
H (-0.552, -3.172, 5.458)  0.3939
H (0.563, -5.323, 5.050)  0.3821
H (1.779, -5.719, 2.959)  0.3159
H (1.991, -3.333, 0.131)  -1.0675
H (0.319, -5.223, -0.053)  0.3629
H (1.865, -5.552, -0.871)  0.4282
H (1.509, -6.311, 0.701)  0.3496
H (3.958, -3.607, 1.573)  0.3853
H (3.570, -5.326, 1.845)  0.3275
H (4.052, -4.758, 0.226)  0.4410
H (0.843, -1.502, -2.457)  -0.4608
H (2.878, -2.944, -2.138)  0.3242
H (1.732, -3.581, -3.322)  0.4232
H (3.251, -2.789, -3.867)  0.3893
H (0.870, -0.038, -4.611)  0.3231
H (1.865, -1.320, -5.332)  0.4784
H (0.232, -1.662, -4.704)  0.3958
H (3.377, 0.251, -4.507)  0.4298
H (5.080, 1.808, -3.603)  0.4146
H (5.548, 1.765, -1.147)  0.3196
H (3.487, -0.086, 1.314)  -0.4450
H (2.608, 2.238, 1.083)  0.2777
H (3.750, 2.098, 2.443)  0.4453
H (4.270, 2.841, 0.907)  0.3626
H (5.823, -0.624, 0.854)  0.3928
H (6.238, 1.097, 0.747)  0.3214
H (5.673, 0.419, 2.287)  0.4430
H (1.220, 2.210, -1.246)  0.3689
H (-1.458, 2.747, -4.535)  0.7549
H (-1.557, -0.898, -2.317)  0.6536
H (-2.288, -1.712, -0.015)  0.3088
H (-2.206, -0.772, 1.611)  0.4016
C (-4.322, 6.620, 1.797)  -0.8122
O (-3.266, 6.072, 0.961)  -0.4206
C (-3.150, 4.717, 0.944)  0.4916
C (-2.259, 4.163, 0.004)  -0.3527
C (-2.298, 2.804, -0.263)  -0.0917
C (-3.176, 1.915, 0.413)  -0.2925
C (-3.471, 0.547, -0.059)  0.1371
N (-4.752, 0.114, -0.092)  0.3240
C (-5.004, -1.241, -0.594)  -0.9849
C (-5.974, 0.938, 0.025)  -0.9587
C (-3.926, 2.476, 1.470)  -1.3351
C (-3.909, 3.832, 1.757)  -0.7650
H (-4.218, 7.706, 1.684)  0.2498
H (-5.299, 6.288, 1.416)  0.3636
H (-4.198, 6.357, 2.863)  0.3143
H (-1.591, 4.833, -0.541)  0.5366
H (-1.631, 2.397, -1.018)  0.9296
H (-2.870, 0.160, -0.896)  -0.0408
H (-6.038, -1.505, -0.353)  0.4659
H (-4.860, -1.269, -1.690)  0.2561
H (-4.331, -1.950, -0.091)  0.2263
H (-6.800, 0.320, -0.326)  0.3473
H (-6.216, 1.211, 1.057)  0.3583
H (-5.949, 1.863, -0.577)  0.3520
H (-4.567, 1.827, 2.081)  0.6356
H (-4.477, 4.232, 2.612)  0.2847

Net charge   +1
HOMO-LUMO gap   0.2433 hartree
Maximum force   3.1 eV Å⁻¹

***

Entry 2:
Entry from the OMol25 dataset: a cluster of 20 separate species, H39O20 in total at a distorted geometry (ωB97M-V/def2-TZVPD).

Last column: Löwdin spin population.
Cartesian coordinates (Å):
O (1.651, -1.228, 4.390)  0.0163
H (-0.012, 1.820, 0.612)  0.0014
O (1.102, 3.301, -0.911)  0.0030
H (0.934, 3.474, -1.836)  0.0007
H (1.470, 2.402, -1.054)  0.0012
O (-2.575, -5.039, 0.289)  0.1422
H (-1.751, -5.439, 0.558)  0.0677
H (-2.887, -5.320, -0.561)  0.0331
O (2.561, 2.867, -3.806)  0.0026
H (2.274, 1.920, -3.541)  0.0010
H (-0.512, 3.313, 3.196)  0.0015
O (0.287, 3.212, 3.766)  0.0051
H (1.345, -2.172, 4.518)  0.0045
H (0.157, 3.604, 4.621)  0.0009
O (-2.946, -2.124, -0.034)  0.0470
H (1.360, -1.055, 3.401)  0.0057
H (2.174, 3.317, -3.046)  0.0005
O (1.660, 0.515, -3.045)  0.0240
H (1.957, -0.293, -3.452)  0.0102
H (1.691, 0.362, -1.929)  0.0013
O (-0.032, -4.774, -3.401)  0.1521
H (-2.829, -1.448, 0.623)  0.0059
H (1.039, -0.386, 0.604)  0.0023
O (-0.345, 3.751, -4.838)  0.0020
H (-0.710, 3.075, -4.264)  0.0011
H (0.574, 3.941, -4.952)  0.0001
O (-1.915, -3.076, 4.410)  0.0316
H (-2.318, -3.726, 3.831)  0.0148
H (-0.962, -3.280, 4.430)  0.0072
O (-2.966, 0.917, 1.456)  0.0100
H (5.371, 0.847, 2.179)  0.0008
H (-3.589, 0.161, 1.332)  0.0035
O (-0.191, 1.311, 1.426)  0.0083
H (-0.213, -0.310, -2.085)  0.0022
H (-3.193, -3.024, 0.155)  0.0147
O (5.416, 0.035, 1.690)  0.0058
H (4.511, -0.264, 1.646)  0.0027
H (0.508, -3.977, -3.639)  0.0474
O (1.026, -1.332, 0.975)  0.0437
H (0.713, -5.173, -2.896)  0.0789
H (1.541, -1.938, 0.430)  0.0238
O (3.098, 1.002, 2.924)  0.0047
H (2.518, 1.530, 3.535)  0.0015
H (2.397, 0.898, 2.246)  0.0019
O (0.885, -3.303, 2.606)  0.0719
H (1.385, -3.808, 1.980)  0.0314
H (0.944, -2.362, 2.514)  0.0065
O (-1.184, -0.241, -1.991)  0.0229
H (-2.686, 1.172, 2.335)  0.0015
H (-1.372, -1.164, -1.842)  0.0088
O (1.353, 0.647, -0.615)  0.0079
H (0.433, 0.847, -0.747)  0.0022
H (0.645, 1.453, 1.885)  0.0016
O (-3.827, 2.146, -4.332)  0.0015
H (-3.773, 2.192, -3.383)  0.0004
H (-3.360, 1.383, -4.709)  0.0004
O (-3.182, 2.689, -1.388)  0.0039
H (-2.218, 2.641, -1.279)  0.0017
H (-3.434, 3.513, -0.985)  0.0007

Net charge   -2
2S+1   2
HOMO-LUMO gap (alpha / beta)   0.0642 / 0.3101 hartree
Expectation value of S²   0.750
Maximum force   3.2 eV Å⁻¹